i:
Formula: H18O9
Source: OMol25
Level of theory: ωB97M-V with the def2-TZVPD basis set

Structure (XYZ):
```
27
Properties=species:S:1:pos:R:3
H 3.01528 -1.40084 -0.08822
H -0.15477 2.16816 -3.70243
O 3.08046 -0.98792 -0.94932
H -2.09131 1.87460 1.07902
H -2.65454 0.54400 1.53086
H 3.81322 -1.43361 -1.37435
O -0.45509 2.16402 -2.79356
O -2.71794 1.48586 1.68932
H -2.25963 -1.79726 2.05587
H -0.64264 1.05804 3.37170
H -1.74441 -1.91959 -2.34756
H -0.30477 1.27516 1.91205
H 0.73033 -1.34431 -2.99843
O -1.52259 -2.39510 -1.54698
H 3.43577 1.57172 1.06734
O 0.07210 1.31876 2.79085
H -0.03863 -0.75106 0.63947
H 1.68388 -0.83460 -1.93877
H 0.31016 -0.04052 -0.65102
O 0.77981 -0.75765 -2.24370
H -0.71152 -1.98778 -1.24284
H 1.96964 1.28501 1.31262
O 2.56658 1.96814 1.00729
H -0.21878 1.29595 -2.46669
O -2.42458 -1.14980 2.74130
O -0.17336 0.07075 0.16755
H -3.34269 -1.28014 2.97862
```

As for the SMILES: O.O.O.O.O.O.O.O.O. The highest occupied orbital energy is -0.388 Ha. The value obtained for the frontier orbital gap is 10.2 eV.

Results of the Löwdin charge analysis, in e, for atoms 1 through 2: H 0.07; H 0.03

***

ii:
Formula: H18O9
Source: OMol25
Level of theory: ωB97M-V with the def2-TZVPD basis set

Structure (XYZ):
```
27
Properties=species:S:1:pos:R:3
H -0.53289 -1.58515 0.17170
H 1.68911 -2.01015 -1.64330
O 0.40811 -0.69115 2.95470
H 1.06211 -0.36415 -0.06630
H -1.94989 2.89485 -1.34030
O -0.90889 -2.45915 0.05770
O -0.51289 0.37685 -2.16830
H 2.67411 -3.22615 1.52270
H -3.57589 1.44285 0.63070
H 2.87911 -1.14615 -1.79430
H 2.43211 -2.47015 0.26770
H -0.13689 2.82685 1.07470
H -1.34489 2.04485 1.08470
O -1.00189 2.87985 1.47670
H -0.13789 -3.02515 0.00670
H 1.22711 -0.39415 3.41070
O 0.33011 0.11885 0.28470
H -2.67689 0.16285 0.44470
H -0.39389 1.29685 -2.19130
O 2.18411 -1.33815 -1.20830
H -0.11089 0.33285 -0.54930
O 2.22511 -3.28515 0.69070
H 0.56311 -0.48815 1.99670
H 0.20111 -0.01915 -2.65030
O -2.69189 1.14285 0.36170
H -0.90989 3.98185 -1.36830
O -0.98989 2.99985 -1.45730
```

As for the SMILES: O.O.O.O.O.O.O.O.O. The highest occupied orbital energy is -0.371 Ha. The value obtained for the frontier orbital gap is 9.9 eV.

Results of the Löwdin charge analysis, in e, for atoms 1 through 2: H -0.03; H 0.06

***

Going by the computed energies, the most stable comes first: ii, i.